2 unconnected molecules or ions with the total composition C4H8NO2, computed with ωB97M-V/def2-TZVPD.

```
15
Properties=species:S:1:pos:R:3:nbo_charge:R:1
N 1.85759 1.99519 1.80644 -0.9246
H -0.92558 -0.52236 0.65792 0.2764
C -1.74655 -1.03001 0.14980 -0.6648
C -1.34653 -1.24649 -1.28329 -0.2030
H 2.18841 2.88264 1.46639 0.3566
H -1.98712 -1.96584 0.65855 0.1870
C 1.39697 1.13621 0.74630 0.8625
O 1.16684 1.71593 -0.33227 -0.8049
H -2.63475 -0.39079 0.19332 0.1876
C -0.17044 -0.87484 -1.76393 -0.3889
H -2.05929 -1.73615 -1.94697 0.1581
O 1.22238 -0.06137 1.07023 -0.8202
H 0.04390 -1.02816 -2.81769 0.1631
H 0.57472 -0.43027 -1.12026 0.2599
H 2.41945 1.55631 2.51545 0.3553
```

Energy ... -362.50246 Eh
Charge ... -1
Frontier orbital gap ... 8.513 eV
Max |F| ... 0.0124 hartree/bohr
Energy above the lowest of the compared OMol25 structures with the same formula, charge and spin ... 13.7 kcal/mol
HOMO energy ... -4.2 eV
E_LUMO ... 4.297 eV

=====

A gas-phase ion, C4H8NO2 (charge -1) at a distorted geometry, computed with ωB97M-V/def2-TZVPD.

```
15
Properties=species:S:1:pos:R:3:nbo_charge:R:1
H -1.49211 -1.48677 0.53389 0.1482
C 0.91618 -0.24622 -1.39212 0.4554
C -0.57429 -0.82567 0.41918 -0.0909
H -2.16320 0.65430 -0.21154 0.1152
O 1.12034 1.00064 -1.36836 -0.7756
O -0.52176 1.59364 0.48263 -0.8274
H 1.51129 -0.65439 -2.21874 0.0791
H -1.99860 0.56768 1.38686 0.1516
C 0.35367 -1.08330 1.57586 -0.6112
H 0.56148 -2.12901 1.84943 0.1896
N 0.12592 -1.10601 -0.73874 -0.6715
C -1.34288 0.47663 0.58471 -0.0518
H 1.37814 -0.79405 1.47981 0.2070
H 0.14449 -0.57046 2.53360 0.1853
H 0.27231 1.47187 -0.22210 0.4970
```

Energy ... -362.44338 Eh
Charge ... -1
SMILES string ... C[C@@H](CO)/N=C\[O-]
Frontier orbital gap ... 8.103 eV
Max |F| ... 0.0846 hartree/bohr
Energy above the lowest of the compared OMol25 structures with the same formula, charge and spin ... 50.7 kcal/mol
HOMO energy ... -3.8 eV
E_LUMO ... 4.310 eV

=====

A molecular structure, C4H8NO2 at a distorted geometry, computed with ωB97M-V/def2-TZVPD.

```
15
Properties=species:S:1:pos:R:3:nbo_charge:R:1
H 1.78143 0.58564 -1.48070 0.2563
H 1.16739 2.31005 1.06590 0.2112
C 0.88783 1.77232 0.16475 -0.5857
H 0.80481 -1.68900 0.18251 0.3065
C -1.15905 -1.10656 -0.33777 -0.3863
O -2.42616 -1.72553 1.53716 -0.7924
O -2.42048 0.46119 0.96510 -0.7864
N 0.29520 -1.26797 -0.59155 -0.9019
C -2.04269 -0.71847 0.86763 0.7254
H -1.07740 -2.21510 -0.39071 0.2540
H 2.90933 0.72045 -0.14060 0.2192
C 1.91938 1.00523 -0.48127 -0.3569
H 0.96543 0.43690 0.23282 0.4172
H -0.01254 2.01001 -0.36825 0.2533
H -1.59249 -0.57916 -1.22500 0.1667
```

Energy ... -362.23779 Eh
Charge ... -1
Frontier orbital gap ... 5.278 eV
Max |F| ... 0.0727 hartree/bohr
Energy above the lowest of the compared OMol25 structures with the same formula, charge and spin ... 179.7 kcal/mol
HOMO energy ... -2.3 eV
E_LUMO ... 3.006 eV

=====

A gas-phase ion, C4H8NO2 (charge -1) at a distorted geometry, computed with ωB97M-V/def2-TZVPD.

```
15
Properties=species:S:1:pos:R:3:nbo_charge:R:1
C 1.41743 -1.54783 -0.68298 -0.6084
C -1.23227 1.25775 1.28607 0.1480
H 2.32628 -1.94945 -0.23496 0.1880
H 1.65966 -1.51457 -1.75637 0.2143
H 1.69576 0.37201 0.19556 0.2135
H 0.41479 -0.54100 0.88356 0.2177
H -0.25875 1.66466 1.64685 0.0759
C -0.32869 0.25504 -0.89757 0.6735
O -0.46067 -0.04941 -2.07765 -0.6987
O -2.25538 2.04352 1.60243 -0.9290
N -1.18476 1.01089 -0.18948 -0.6254
H 0.63203 -2.31343 -0.73408 0.2024
H -1.96297 1.37471 -0.70682 0.3955
H -1.33389 0.22158 1.74323 0.0533
C 0.87143 -0.28447 -0.07778 -0.5207
```

Energy ... -362.46833 Eh
Charge ... -1
SMILES string ... CCC(=O)NC[O-]
Frontier orbital gap ... 6.674 eV
Max |F| ... 0.0366 hartree/bohr
Energy above the lowest of the compared OMol25 structures with the same formula, charge and spin ... 35.1 kcal/mol
HOMO energy ... -2.9 eV
E_LUMO ... 3.819 eV

=====

A molecular structure, C4H8NO2 at a distorted geometry, computed with ωB97M-V/def2-TZVPD.

```
15
Properties=species:S:1:pos:R:3:nbo_charge:R:1
H -1.80638 -1.69055 1.63033 0.1533
H 0.20900 0.97301 -1.80528 0.2503
C 1.88097 0.29699 -0.02908 -0.0109
N 0.00592 -0.95900 0.93369 -0.3184
C -0.29926 0.23523 -1.23868 -0.6466
H -1.41085 0.48877 -1.19259 0.2062
H -0.14267 -0.78506 -1.66520 0.1879
H 2.27626 0.18954 1.00710 0.0849
O 2.29828 1.41296 -0.71972 -0.9605
C 0.34192 0.26321 0.14714 -0.1550
H 2.11966 -0.69236 -0.51445 0.0739
H -1.69825 0.23027 1.19760 0.4721
C -1.36769 -0.90908 1.07120 0.1247
O -2.50109 -0.15387 0.49121 -0.6309
H 0.09418 1.09993 0.68674 0.1690
```

Energy ... -362.27812 Eh
Charge ... -1
Frontier orbital gap ... 5.735 eV
Max |F| ... 0.1377 hartree/bohr
Energy above the lowest of the compared OMol25 structures with the same formula, charge and spin ... 154.4 kcal/mol
HOMO energy ... -2.4 eV
E_LUMO ... 3.291 eV

=====

A gas-phase ion, C4H8NO2 (charge +1) at a distorted geometry, computed with ωB97M-V/def2-TZVPD.

```
15
Properties=species:S:1:pos:R:3:nbo_charge:R:1
H -1.81129 1.61055 -0.07302 0.2365
H -0.64993 0.73267 -1.73472 0.2210
O -0.00674 -0.01405 2.14334 -0.5910
H 1.68333 0.07139 -1.21451 0.2308
H 1.70615 -2.22331 -1.19126 0.4576
H 0.03251 -2.19403 -0.56462 0.4688
C -0.67584 0.87122 1.63351 0.7580
N 0.71047 -1.71189 -1.17536 -0.6778
C 0.88188 -0.38786 -0.60760 -0.2779
C -1.05079 0.94537 0.15469 -0.2067
H 0.98255 -0.52185 0.41454 0.2690
C -0.39116 0.37295 -0.83465 -0.2143
H -0.79433 2.08903 3.01757 0.5058
O -1.19704 1.93285 2.21964 -0.6312
H 0.58022 -1.57303 -2.18754 0.4512
```

Energy ... -362.15899 Eh
Charge ... +1
SMILES string ... [NH3+]C/C=C\C(=O)O
Frontier orbital gap ... 10.322 eV
Max |F| ... 0.0838 hartree/bohr
Energy above the lowest of the compared OMol25 structures with the same formula, charge and spin ... 34.2 kcal/mol
HOMO energy ... -14.5 eV
E_LUMO ... -4.202 eV

=====

A gas-phase ion, C4H8NO2 (charge +1) at a distorted geometry, computed with ωB97M-V/def2-TZVPD.

```
15
Properties=species:S:1:pos:R:3:nbo_charge:R:1
N -1.32201 -0.53635 1.01650 0.1278
H 1.49843 1.44251 -0.76763 0.2655
H 0.57756 1.33414 1.25052 0.2369
O -2.05740 -1.51078 0.61894 -0.3967
C 0.83346 0.41598 0.82884 -0.3626
C 0.90916 0.55075 -0.75822 -0.6200
H 0.29746 -1.66909 0.44055 0.2203
H 1.94399 0.32142 1.07594 0.2434
H 1.45666 -0.28269 -1.03096 0.2750
O -0.75969 1.20837 -2.33689 -0.5408
H -2.98688 -1.17731 0.39777 0.5230
H -0.06683 1.47781 -2.87850 0.5048
C -0.45077 0.63727 -1.29923 0.5690
H 0.07717 -1.35080 2.21514 0.2887
C 0.04969 -0.86124 1.22724 -0.3343
```

Energy ... -361.94550 Eh
Charge ... +1
Frontier orbital gap (spin up / spin down) ... 6.330 / 9.078 eV
Max |F| ... 0.0715 hartree/bohr
Energy above the lowest of the compared OMol25 structures with the same formula, charge and spin ... 168.2 kcal/mol
HOMO energy (spin up / spin down) ... -12.9 / -14.1 eV
E_LUMO (spin up / spin down) ... -6.524 / -5.063 eV

=====

2 unconnected molecules or ions with the total composition C4H8NO2, computed with ωB97M-V/def2-TZVPD.

```
15
Properties=species:S:1:pos:R:3:nbo_charge:R:1
N -0.29996 -0.18491 1.14439 -0.4107
C -0.75866 -1.48004 1.47339 -0.0907
H 1.61867 0.77069 -2.72021 0.1380
H -0.68127 -2.32019 -0.52134 0.2376
C 0.86782 0.87505 -1.92801 0.6749
O 0.80747 2.07366 -1.35673 -0.6654
H 1.21203 2.71936 -1.97797 0.5164
H -0.00617 -0.06840 0.14501 0.4657
H -1.26231 -3.38060 0.82166 0.2371
H -0.95648 -1.68498 2.51560 0.2331
C -0.06178 0.73257 1.99370 0.0991
H -0.26018 0.59753 3.04959 0.2222
C -0.95036 -2.38681 0.52473 -0.2831
O 0.18516 -0.04972 -1.57946 -0.6042
H 0.26411 1.70618 1.65078 0.2301
```

Energy ... -362.16799 Eh
Charge ... +1
Frontier orbital gap ... 9.798 eV
Max |F| ... 0.0179 hartree/bohr
Energy above the lowest of the compared OMol25 structures with the same formula, charge and spin ... 28.5 kcal/mol
HOMO energy ... -14.6 eV
E_LUMO ... -4.849 eV

=====

A gas-phase ion, C4H8NO2 (charge +1) at a distorted geometry, computed with ωB97M-V/def2-TZVPD.

```
15
Properties=species:S:1:pos:R:3:nbo_charge:R:1
H -0.19913 0.95010 -1.58718 0.1940
H -1.59610 0.79846 -0.14123 0.4279
O 0.11764 -0.98438 -1.74248 -0.6830
H 2.00458 -0.12656 -0.32706 0.1823
N -1.19445 -0.06385 -0.17666 -0.5187
C 0.56456 -0.37760 1.29925 -0.1493
H 0.96897 -1.52880 -1.60010 0.5121
C -0.76692 -0.59989 1.11111 -0.0737
H 1.79888 1.87267 1.06350 0.5037
C 1.14967 0.34888 0.10217 0.0396
H -1.90024 -0.52582 -0.75320 0.4567
H 1.30682 -0.64856 2.08954 0.2694
O 1.18629 1.63933 0.38206 -0.6780
C 0.04064 0.09697 -0.96588 0.2529
H -1.41239 -0.83930 1.94695 0.2641
```

Energy ... -362.13009 Eh
Charge ... +1
SMILES string ... O[C@H]1C=C[NH2+][C@@H]1O
Frontier orbital gap ... 11.591 eV
Max |F| ... 0.0798 hartree/bohr
Energy above the lowest of the compared OMol25 structures with the same formula, charge and spin ... 52.3 kcal/mol
HOMO energy ... -15.2 eV
E_LUMO ... -3.599 eV

=====

2 unconnected molecules or ions with the total composition C4H8NO2 at a distorted geometry, computed with ωB97M-V/def2-TZVPD.

```
15
Properties=species:S:1:pos:R:3:nbo_charge:R:1
O -2.07844 -0.08038 0.40903 -0.5676
H 1.01854 2.21516 -0.39646 0.4705
C 1.39825 -1.09118 0.48124 -0.6426
H 0.58152 -1.44646 1.13772 0.2422
H 1.96132 -2.02464 0.26474 0.2699
H -0.08195 -1.30379 -1.41988 0.3138
H 1.19453 -0.25084 -1.60940 0.3400
C -3.13986 -0.37174 0.09626 1.0517
H 2.00597 -0.31007 0.88938 0.1970
C -0.12596 0.63298 -0.76420 0.2996
O -4.24538 -0.54426 -0.15984 -0.4453
H 0.98571 1.25232 0.95416 0.4203
C 0.53442 -0.60462 -0.76584 -0.6265
H -0.39307 2.25711 0.64344 0.4825
N 0.38441 1.67041 0.23963 -0.8054
```

Energy ... -362.07563 Eh
Charge ... +1
Frontier orbital gap ... 9.269 eV
Max |F| ... 0.0677 hartree/bohr
Energy above the lowest of the compared OMol25 structures with the same formula, charge and spin ... 86.5 kcal/mol
HOMO energy ... -13.9 eV
E_LUMO ... -4.616 eV

=====

A gas-phase ion, C4H8NO2 (charge +1) at a distorted geometry, computed with ωB97M-V/def2-TZVPD.

```
15
Properties=species:S:1:pos:R:3:nbo_charge:R:1
H -0.32123 -1.06778 -2.10024 0.1813
H -0.89879 -2.01779 2.20724 0.1565
C -0.24716 -1.44190 1.64074 0.4430
H -1.73823 -0.07534 1.34661 0.2952
C -0.94819 -0.48191 0.66370 -0.6017
C 0.01773 0.25138 -0.13208 -0.1882
H -1.81066 -1.01524 -0.05373 0.2847
H -0.67534 2.36954 -0.46977 0.4652
O 0.98530 -1.50721 1.73632 -0.4924
H 1.13309 -0.05649 0.18701 0.3060
H 0.10404 2.01761 1.07424 0.4610
C -0.00900 0.01193 -1.63271 0.4195
H 1.01009 2.08999 -0.50407 0.4864
O 0.25413 0.90166 -2.38473 -0.4967
N 0.05733 1.79469 0.03744 -0.7199
```

Energy ... -362.11407 Eh
Charge ... +1
SMILES string ... [NH3+][C@H](C=O)CC=O
Frontier orbital gap ... 10.497 eV
Max |F| ... 0.0909 hartree/bohr
Energy above the lowest of the compared OMol25 structures with the same formula, charge and spin ... 62.4 kcal/mol
HOMO energy ... -14.7 eV
E_LUMO ... -4.159 eV

=====

2 unconnected molecules or ions with the total composition C4H8NO2 at a distorted geometry, computed with ωB97M-V/def2-TZVPD.

```
15
Properties=species:S:1:pos:R:3:nbo_charge:R:1
C -0.57145 0.04690 -0.58484 -0.0543
N -1.84536 -0.49568 -0.24352 -0.5193
H -2.43889 -0.93743 -1.00964 0.4722
C 3.02201 -0.42381 0.54202 1.0288
H -0.14742 -0.17983 -1.57653 0.2445
O 2.06773 -0.43363 1.17901 -0.5599
H -0.37841 -0.98442 1.26830 0.2527
H -2.20072 0.31334 0.25900 0.4627
H -0.93024 2.26758 -0.55307 0.2582
O 3.87574 -0.38039 -0.21721 -0.4662
C -0.19519 1.45022 -0.10248 -0.6515
H -0.24221 -2.03003 0.04792 0.2655
H -0.20789 1.35803 1.06904 0.2347
H 0.86648 1.55946 -0.35232 0.2644
C -0.67418 -1.13032 0.27433 -0.2323
```

Energy ... -362.15262 Eh
Charge ... +1
Frontier orbital gap ... 12.866 eV
Max |F| ... 0.0882 hartree/bohr
Energy above the lowest of the compared OMol25 structures with the same formula, charge and spin ... 38.2 kcal/mol
HOMO energy ... -16.4 eV
E_LUMO ... -3.543 eV